## A
45
Properties=species:S:1:pos:R:3 method="wB97M-V/def2-TZVPD" smiles="CCCCC(N)=O.O.O.O.O.O.O.O.O.O" gap_ev=9.89 total_charge=0 e_homo_ev=-9.7
C -3.17364 1.01715 0.89497
C -3.65528 -0.43858 0.87790
C -2.62003 -1.51588 0.52026
C -1.59293 -1.77737 1.63999
C -0.11347 -1.37354 1.45310
N 0.19152 -0.71371 0.30822
O 0.70058 -1.88657 2.19432
H -4.02786 1.67221 0.71909
H -2.46438 1.32539 0.12318
H -2.93404 1.29839 1.92830
H -3.91271 -0.64713 1.92814
H -4.55702 -0.54749 0.27462
H -3.09986 -2.47366 0.32727
H -2.13465 -1.26149 -0.43400
H -1.92386 -1.55265 2.66113
H -1.51263 -2.87138 1.69117
H 1.17815 -0.53262 0.14749
H -0.44840 -0.10054 -0.17092
H 2.57012 -1.78020 2.66027
H 3.69073 -1.26207 1.80277
O 3.27355 -1.10898 2.67154
H 1.02671 2.40552 0.38673
H 1.69558 2.07030 1.68419
O 1.93047 2.32131 0.76369
H 2.01772 1.16575 3.96085
H 1.71073 0.13344 2.96509
O 1.46361 1.06426 3.16552
H -2.34102 0.47063 -3.95347
H -1.26127 -0.64870 -3.59127
O -1.41281 0.29756 -3.82104
H -0.68693 3.00363 -1.04874
H -0.05367 1.57300 -1.67626
O -0.13309 2.21968 -0.93342
H 0.24955 -2.17933 -3.41361
H -0.35730 -1.89612 -2.09817
O -0.62640 -2.12574 -3.01036
H 2.22497 2.04300 -1.08982
H 3.62505 2.41732 -0.88536
O 3.11003 1.83641 -1.46286
H 4.35324 -0.67370 -0.70286
H 3.29203 0.22733 -0.29585
O 3.62847 -0.66006 -0.07701
H 1.85260 0.42475 -2.85240
H 0.35865 0.59082 -3.51300
O 0.89920 0.44963 -2.71938

---

## B
45
Properties=species:S:1:pos:R:3 method="wB97M-V/def2-TZVPD" smiles="NCCCCC=O.O.O.O.O.O.O.O.O.O" gap_ev=9.58 total_charge=0 e_homo_ev=-9.7
O -0.96770 -1.33592 -1.61587
C -1.71651 -2.14034 -1.12528
C -1.50203 -2.75131 0.26810
C -0.19199 -2.48503 1.02542
C -0.08590 -1.13456 1.77756
C 0.13418 0.12100 0.86439
N 1.58815 0.34615 0.91778
H -2.67803 -2.50836 -1.54734
H -1.71250 -3.82189 0.21883
H -2.31196 -2.24480 0.78796
H -0.08476 -3.27443 1.78584
H 0.56549 -2.50120 0.22130
H -1.03880 -1.10878 2.30971
H 0.78816 -1.17616 2.43508
H -0.22623 -0.04864 -0.16297
H -0.50256 0.94570 1.14654
H 1.79533 1.22477 0.44284
H 1.84434 0.54216 1.88662
H 0.20142 3.65622 2.64061
H -0.04427 3.26632 1.23059
O -0.38592 3.09911 2.12140
H -1.78969 0.72257 -1.61560
H -1.59839 2.14302 -1.10812
O -2.27060 1.53548 -1.44407
H 0.79552 0.85959 -3.96544
H 0.22227 -0.16922 -2.96482
O 0.92359 0.47982 -3.09363
H 3.84674 1.51515 -1.85384
H 3.64042 0.67637 -0.51298
O 3.72116 1.56417 -0.88850
H 1.59665 -1.03165 -0.84508
H 2.18318 -0.93307 -2.27970
O 2.36991 -1.21158 -1.38753
H 0.70375 2.41914 -1.43945
H 0.53934 3.92934 -1.51136
O 0.40403 3.18362 -0.91493
H 3.79503 -2.38994 0.10401
H 3.13456 -1.59068 1.31275
O 3.72837 -2.31210 1.05646
H -2.46798 2.42713 2.13571
H -2.33232 2.06355 0.69306
O -2.82851 1.80742 1.47926
H -3.19343 -0.83242 0.57213
H -4.47744 -0.59146 0.00505
O -4.11408 -0.93425 0.83755

---

In terms of stability, A leads; the second structure lies 1.918 eV higher.

---

## A
32
Properties=species:S:1:pos:R:3 method="wB97M-V/def2-TZVPD" smiles="C=CCCN.O.O.O.O.O.O" gap_ev=10.40 total_charge=0 e_homo_ev=-9.8
C -0.24262 2.00148 -0.54671
C 0.57991 0.76773 -0.17833
C 1.93061 0.75950 -0.82531
C 2.37575 -0.21581 -1.60045
N -1.57866 1.90308 0.04119
H -0.26360 2.08699 -1.63169
H 0.23490 2.89877 -0.18773
H 0.01463 -0.11203 -0.45759
H 0.68215 0.73531 0.89609
H 2.54146 1.62410 -0.61044
H 1.75789 -1.07068 -1.85737
H 3.37192 -0.20627 -2.04962
H -2.14951 2.71638 -0.18513
H -2.05218 1.09067 -0.35605
H -2.70521 -1.09370 -2.11689
H -1.89643 -1.34952 -0.79238
O -1.99170 -0.72756 -1.56204
H 0.60584 -1.36535 2.38230
H -0.68099 -0.53738 2.65526
O -0.35891 -1.44563 2.52014
H -1.18172 -2.09166 1.21732
H -2.55896 -2.71761 0.97992
O -1.76582 -2.46008 0.51162
H 2.84561 -2.03406 2.07785
H 2.64003 -0.86332 1.10549
O 2.44095 -1.16839 1.99592
H -1.40401 1.47120 1.81837
H -0.55371 1.83967 3.05060
O -1.17381 1.16654 2.72256
H 0.66452 0.07890 -3.16806
H -0.46060 -0.84899 -2.63195
O 0.33228 -0.83227 -3.21689

---

## B
32
Properties=species:S:1:pos:R:3 method="wB97M-V/def2-TZVPD" smiles=COC[C@H](C)N.O.O.O.O.O gap_ev=9.37 total_charge=0 e_homo_ev=-9.5
C 2.92323 2.44112 0.19974
C 1.70799 2.28535 -0.70050
C 1.30874 0.69961 -0.75111
O 2.05723 -0.17243 -1.57928
C 1.92626 0.08431 -3.01825
N 0.56294 3.01943 -0.18793
H 3.10433 3.50070 0.38028
H 3.79380 2.02164 -0.30447
H 2.76693 1.79920 1.06670
H 2.03547 2.69833 -1.65460
H 0.26232 0.49410 -0.97665
H 1.48763 0.31050 0.25124
H 2.15426 1.14184 -3.15148
H 0.88941 -0.08108 -3.31100
H 2.59564 -0.40300 -3.72716
H 0.43475 3.83755 -0.76616
H -0.32001 2.57107 -0.38660
O -5.03489 -3.49897 2.21354
H -4.18565 -3.31696 1.81117
H -4.82268 -3.97052 3.01904
O -2.36953 1.93210 1.41141
H -1.68561 1.83700 2.07432
H -2.36396 1.09925 0.93965
O -1.83056 -0.59673 0.38158
H -0.90369 -0.78780 0.23791
H -2.17039 -1.37502 0.82318
O -2.42306 -3.34633 0.75137
H -2.38030 -3.17264 -0.18897
H -1.52954 -3.20215 1.06292
O 0.37235 -2.54316 1.11747
H 0.74461 -1.96184 1.78059
H 0.89186 -3.34452 1.18192

---

In terms of stability, A leads; the second structure lies 1.605 eV higher.

---

## A
22
Properties=species:S:1:pos:R:3 method="wB97M-V/def2-TZVPD" gap_ev="12.45 / 9.46" spin_multiplicity=2 total_charge=+2 e_homo_ev="-19.6 / -19.6"
Cu 0.09373 -0.25944 0.10978
O -1.80485 -0.57412 -0.87157
H -2.55338 -0.96378 -0.46844
H -1.96957 -0.01202 -1.63551
O -0.78397 0.06679 1.88167
H -1.77137 -0.05301 2.00783
H -0.74387 0.92880 2.33030
O -0.48031 -2.41819 0.56247
H -0.05816 -3.03899 0.02135
H -1.30023 -2.77918 0.89070
O 0.72255 0.34923 -1.75808
H 1.22319 -0.12540 -2.37511
H 0.83148 1.24526 -2.05939
O 1.55031 1.38527 0.82568
H 1.37180 2.31732 0.85141
H 2.32668 1.24344 0.29061
O -1.08161 2.16617 -0.00508
H -1.98604 2.40112 -0.11542
H -0.62289 2.62860 -0.70453
O 2.08622 -1.24759 0.19412
H 2.77500 -1.10318 -0.46730
H 2.17530 -2.15709 0.49451

---

## B
22
Properties=species:S:1:pos:R:3 method="wB97M-V/def2-TZVPD" gap_ev="12.73 / 9.49" spin_multiplicity=2 total_charge=+2 e_homo_ev="-19.6 / -19.6"
Cu 0.07961 -0.01912 0.09684
O -1.11261 -1.49086 1.36770
H -1.36755 -1.21786 2.25814
H -1.46625 -2.38567 1.26309
O 0.13307 1.85735 -1.41717
H 0.44410 2.73038 -1.13558
H 0.13225 1.89108 -2.38430
O 0.25838 -1.72882 -1.30512
H 1.15451 -2.09053 -1.34035
H -0.18848 -2.04726 -2.10182
O -1.90176 -0.09475 -0.90079
H -1.98111 0.29131 -1.78379
H -2.79852 -0.11220 -0.53884
O 2.15749 0.15356 -0.69141
H 3.01114 -0.24649 -0.47054
H 2.21525 0.39871 -1.62442
O -0.86921 1.46317 1.17807
H -0.87754 1.63951 2.12920
H -1.62309 1.92986 0.79074
O 1.31254 -0.26823 1.88461
H 1.02494 -0.54720 2.76377
H 2.26281 -0.10595 1.96199

---

In terms of stability, B leads; the second structure lies 0.633 eV higher.

---

## A
9
Properties=species:S:1:pos:R:3 method="wB97M-V/def2-TZVPD" gap_ev=7.00 total_charge=-1 e_homo_ev=-2.5
O 1.63038 -1.97347 0.12766
H 2.48866 -1.67253 -0.18922
C -0.81916 0.91530 -0.36883
N -0.58709 -0.19392 0.53856
H -1.89020 1.12771 -0.44878
H -0.38100 0.71320 -1.34243
H -0.32398 1.83395 -0.01045
H -0.24445 0.13178 1.44136
H 0.12685 -0.88200 0.25213

---

## B
9
Properties=species:S:1:pos:R:3 method="wB97M-V/def2-TZVPD" gap_ev=7.03 total_charge=-1 e_homo_ev=-2.4
O 1.29650 0.16050 1.87770
H 1.79675 0.88005 1.53602
C -0.63086 0.28981 -0.70832
N -0.43958 -1.07281 -0.20730
H -0.57247 0.29472 -1.80655
H 0.02400 1.10170 -0.38172
H -1.65517 0.62667 -0.49169
H 0.43723 -1.37565 -0.60402
H -0.25641 -0.90498 0.78591

---

In terms of stability, A leads; the second structure lies 0.129 eV higher.

---

## A
22
Properties=species:S:1:pos:R:3 method="wB97M-V/def2-TZVPD" gap_ev=6.77 total_charge=0 e_homo_ev=-5.9
C 1.30025 -0.75139 1.41957
C 0.85154 -1.83227 -0.78985
N -0.66441 0.14374 0.08129
C -0.01019 1.39075 -0.42576
N -1.64284 -0.42249 -0.80006
N -1.22129 0.26259 1.36490
C 0.79328 -0.52860 -0.00114
C 1.18171 0.73363 -0.69159
C -0.70823 2.54111 -0.57066
H -1.16989 -0.70155 -1.65437
H -2.28055 0.33356 -1.05596
H -1.82610 -0.53582 1.54875
H -1.75695 1.12838 1.41274
H 2.15809 1.09135 -0.96011
H 0.80604 -1.59560 1.89831
H 2.36785 -0.95642 1.36460
H 0.74886 -1.66099 -1.85965
H 1.81975 -2.29795 -0.62138
H 0.08030 -2.52539 -0.45590
H 1.15100 0.13932 2.02266
H -0.21695 3.44004 -0.88784
H -1.76127 2.60400 -0.33857

---

## B
22
Properties=species:S:1:pos:R:3 method="wB97M-V/def2-TZVPD" gap_ev=6.90 total_charge=0 e_homo_ev=-6.6
C -1.78865 -0.63927 1.32352
N 1.24727 -2.13489 0.69784
C 0.25080 -1.27758 0.14340
N -0.41330 -0.38142 0.98133
H 0.92967 -3.08084 0.85406
H 1.60286 -1.73095 1.55745
H -0.34411 -1.81100 -0.61600
H -2.23515 0.29108 1.68447
H -1.86818 -1.35427 2.15178
H -2.39651 -1.02868 0.48945
C -1.16254 1.06169 -1.27264
C 0.00331 1.06340 -0.30123
C 2.20482 0.01751 -0.97582
C 0.52273 2.25439 0.10415
N 0.97934 -0.07934 -0.67215
H -2.00446 1.56220 -0.79475
H -0.90406 1.59435 -2.18820
H -1.50942 0.06364 -1.53949
H 2.60961 0.98633 -1.24614
H 2.82255 -0.87159 -0.92394
H 1.44316 2.31882 0.66825
H 0.01025 3.17641 -0.12533

---

## C
22
Properties=species:S:1:pos:R:3 method="wB97M-V/def2-TZVPD" gap_ev="9.41 / 7.12" total_charge=0 e_homo_ev="-8.7 / -7.3"
C -2.14914 1.28217 0.96382
C 2.19672 1.29801 0.28412
C 1.28028 2.48851 -0.09965
C 0.31917 -1.33716 -1.39244
C -0.97971 -2.14611 0.55315
C 0.37478 -1.58792 0.09361
N -1.53653 1.12888 -0.10413
N 1.80118 0.17712 0.67658
N 0.71717 -0.41733 0.91102
H -3.08445 1.97418 0.92775
H -1.70140 0.91131 1.87339
H 3.19499 1.38225 0.29255
H 0.34588 2.19584 0.04004
H 1.42079 3.22982 0.67836
H 1.58542 2.65348 -1.04912
H 0.12610 -2.21983 -1.95211
H -0.64295 -0.86285 -1.70038
H 1.23724 -0.95710 -1.78570
H -1.74543 -1.25075 0.48052
H -1.08884 -2.61657 1.45093
H -1.14916 -2.90579 -0.12096
H 1.33886 -2.15206 0.17386

---

## D
22
Properties=species:S:1:pos:R:3 method="wB97M-V/def2-TZVPD" gap_ev=8.90 total_charge=0 e_homo_ev=-8.0
C 2.08536 1.10829 -0.37140
C -0.96646 -1.47722 1.83918
C -0.62930 0.79540 -2.04423
N 0.85720 0.40838 -0.03833
N -0.46872 -1.26134 0.48854
C 0.89591 -0.90136 0.31017
C -0.60248 0.69748 -0.53356
C -1.55898 1.32933 0.17627
N 1.89847 -1.65190 0.59942
H -1.11163 -1.47857 -0.26024
H 1.53731 -2.55492 0.90902
H 1.86352 2.17697 -0.46054
H 2.83124 0.94462 0.41486
H 2.51164 0.76893 -1.32170
H -1.70414 -0.72373 2.12140
H -1.42678 -2.46095 1.94713
H -0.19332 -1.38860 2.60390
H -0.13764 -0.06677 -2.50381
H -1.64953 0.85760 -2.43269
H -0.09884 1.69326 -2.37114
H -1.58983 1.30494 1.25767
H -2.34302 1.88015 -0.32990

---

In terms of stability, D leads; the second structure lies 1.679 eV higher.

---

## A
22
Properties=species:S:1:pos:R:3 method="wB97M-V/def2-TZVPD" gap_ev=8.08 total_charge=0 e_homo_ev=-7.6
C 0.72098 0.46658 -1.60606
N 0.64375 0.31588 -0.13945
C 1.55634 -0.62504 0.50567
C 2.84776 -0.55232 0.19174
H 0.72448 1.23534 0.29616
H 0.15353 -1.03313 1.74259
H 0.68417 -0.52125 -2.05716
H -0.10841 1.07632 -1.96733
H 1.66361 0.93895 -1.88241
H 3.29733 0.16224 -0.50511
H 3.54749 -1.24098 0.65229
C -1.40501 -1.32383 -0.40783
C -1.03337 -0.15905 0.47558
C -1.82337 1.09662 0.25338
N -0.78716 -0.54105 1.77957
N -1.81199 2.16039 0.94520
H -0.71496 0.23634 2.42896
H -1.21689 2.08185 1.77568
H -2.43896 1.10330 -0.64799
H -1.58350 -1.02363 -1.44053
H -0.60438 -2.06687 -0.37636
H -2.31143 -1.78665 -0.01660

---

## B
22
Properties=species:S:1:pos:R:3 method="wB97M-V/def2-TZVPD" gap_ev=8.67 total_charge=0 e_homo_ev=-8.1
C 0.90628 -1.39089 -1.93345
C -0.30627 -1.89388 -1.09874
C -0.81940 -1.39868 0.00436
C -0.23646 0.94828 0.16876
C -1.28670 1.18601 -0.90670
C 1.40266 1.77460 1.52102
H 0.50949 -0.31056 -2.48384
H 2.02682 -1.13246 -1.17828
H 1.29705 -2.31820 -2.90097
H -0.55595 -2.87912 -1.63452
H -1.72920 -2.22221 0.25170
H 0.55580 -0.32519 2.71755
H -1.55274 -0.91992 2.26097
H -2.33624 0.99786 -0.68599
H -0.49763 0.51515 -1.66473
H -1.54479 2.42931 -1.20443
H 1.04709 2.66270 2.38686
H 1.59022 0.57267 1.81075
H 2.28733 2.26021 1.00031
N -0.56064 -0.20905 0.77643
N -0.59146 -0.18378 2.11545
N 0.39471 1.83716 0.67748

---

In terms of stability, A leads; the second structure lies 7.387 eV higher.